1.
{
  "formula": "CH2FOPS",
  "method": "ωB97M-V/def2-TZVPD",
  "smiles": "C=POSF",
  "multiplicity": 1,
  "symbols": ["C", "P", "O", "S", "F", "H", "H"],
  "xyz": [[1.222, 0.100, 0.401], [0.398, -1.162, 1.034], [-1.104, -1.069, 0.648], [-1.737, -0.216, -1.175], [-1.935, 1.403, -1.046], [2.250, 0.230, 0.616], [0.907, 0.714, -0.478]]
}

***

2.
{
  "formula": "CH2FP",
  "method": "ωB97M-V/def2-TZVPD",
  "multiplicity": 1,
  "symbols": ["C", "F", "P", "H", "H"],
  "xyz": [[-0.164, 0.224, -0.052], [-1.950, 0.272, -0.037], [0.363, -1.276, -0.099], [0.191, 1.258, 0.103], [1.560, -0.478, 0.086]]
}

***

3.
{
  "formula": "CH2FP",
  "method": "ωB97M-V/def2-TZVPD",
  "multiplicity": 3,
  "symbols": ["C", "F", "P", "H", "H"],
  "xyz": [[0.329, 0.200, -0.019], [2.729, -0.785, -0.238], [1.981, 0.590, 0.224], [-0.183, -0.703, -0.187], [-0.496, 0.845, 0.186]]
}

***

4.
{
  "formula": "CH2FPSi",
  "method": "ωB97M-V/def2-TZVPD",
  "multiplicity": 1,
  "symbols": ["C", "F", "Si", "P", "H", "H"],
  "xyz": [[0.875, -0.370, -0.057], [1.576, -1.622, -0.193], [-1.025, -0.089, -0.028], [1.619, 1.113, 0.183], [-1.507, 0.290, 1.314], [-1.537, 0.679, -1.219]]
}

***

5.
{
  "formula": "CH2I2O",
  "method": "ωB97M-V/def2-TZVPD",
  "smiles": "O=CI.I",
  "multiplicity": 1,
  "symbols": ["O", "C", "I", "H", "I", "H"],
  "xyz": [[1.148, -1.372, -1.219], [1.256, -0.982, -0.116], [2.148, 0.855, 0.356], [0.921, -1.565, 0.665], [-3.112, 0.919, 0.464], [-2.361, 2.146, -0.149]]
}

***

6.
{
  "formula": "CH2IN2PS",
  "method": "ωB97M-V/def2-TZVPD",
  "smiles": "[H]/P=N/N=C=S.I",
  "multiplicity": 1,
  "symbols": ["H", "P", "N", "N", "C", "S", "I", "H"],
  "xyz": [[-2.056, 1.967, 0.923], [-1.554, 0.677, 0.660], [-0.843, 0.456, 2.063], [0.154, -0.237, 2.458], [0.942, -1.173, 2.362], [1.896, -2.386, 2.658], [1.294, -1.650, -0.720], [2.118, -3.068, -0.685]]
}

***

The following energy relative to the best compared isomer or geometry (same formula, charge and spin) values (in kcal per mole) correspond, in order, to the records above: 82.32 61.28 0.00 37.57 4.86 72.70.